Entry 1:
A molecular structure, C40H96F12N7O22S4 in a non-equilibrium geometry, computed with ωB97M-V/def2-TZVPD.

Element x y z (Å)
C: -9.565 25.584 -10.136
O: -9.727 24.826 -11.334
C: -9.597 23.457 -11.273
C: -10.194 22.687 -12.520
N: -11.526 23.474 -12.892
H: -11.734 24.365 -12.462
H: -11.641 23.654 -13.879
C: -12.832 22.821 -12.251
C: -13.944 23.779 -12.307
O: -13.557 24.961 -11.634
C: -14.000 26.210 -12.181
H: -9.595 26.629 -10.443
H: -8.645 25.311 -9.619
H: -10.433 25.496 -9.482
H: -10.022 23.018 -10.371
H: -8.552 23.158 -11.360
H: -10.368 21.632 -12.309
H: -9.519 22.559 -13.366
H: -12.581 22.536 -11.229
H: -12.958 21.785 -12.569
H: -14.771 23.309 -11.775
H: -14.388 24.034 -13.269
H: -13.278 26.928 -11.791
H: -14.979 26.457 -11.771
H: -13.998 26.487 -13.235
C: -10.446 18.296 -6.303
O: -9.220 18.435 -5.676
C: -8.491 19.573 -6.201
C: -7.235 19.477 -5.434
N: -6.398 18.161 -5.695
H: -5.597 18.318 -5.099
H: -6.864 17.309 -5.417
C: -5.924 18.046 -7.179
C: -4.726 17.023 -7.203
O: -3.605 17.363 -6.367
C: -2.740 18.438 -6.910
H: -11.155 19.066 -5.998
H: -10.909 17.375 -5.947
H: -10.238 18.156 -7.364
H: -8.939 20.501 -5.845
H: -8.265 19.480 -7.264
H: -7.454 19.379 -4.371
H: -6.606 20.363 -5.522
H: -5.698 19.042 -7.559
H: -6.715 17.627 -7.801
H: -4.431 16.810 -8.230
H: -5.078 16.045 -6.874
H: -1.727 18.282 -6.539
H: -3.221 19.264 -6.386
H: -2.811 18.478 -7.997
C: -9.667 9.347 -11.741
O: -9.865 10.269 -12.838
C: -9.932 9.827 -14.177
C: -10.144 11.038 -15.020
N: -11.448 11.753 -14.647
H: -12.249 11.160 -14.813
H: -11.452 11.789 -13.637
C: -11.706 13.073 -15.337
C: -12.978 13.688 -14.838
O: -12.767 14.320 -13.590
C: -14.027 14.627 -12.948
H: -9.981 8.326 -11.960
H: -10.210 9.705 -10.866
H: -8.609 9.262 -11.494
H: -10.692 9.064 -14.347
H: -8.941 9.407 -14.349
H: -10.073 10.894 -16.099
H: -9.332 11.745 -14.854
H: -11.656 12.814 -16.395
H: -10.848 13.738 -15.239
H: -13.615 12.803 -14.837
H: -13.320 14.337 -15.645
H: -14.157 13.834 -12.212
H: -14.917 14.672 -13.575
H: -13.882 15.608 -12.494
C: -18.581 20.896 -14.323
O: -19.226 19.705 -13.858
C: -18.644 18.468 -14.205
C: -19.112 17.544 -13.024
N: -19.133 18.427 -11.699
H: -19.528 19.313 -11.981
H: -19.673 18.042 -10.938
C: -17.777 18.681 -11.218
C: -17.885 19.627 -9.981
O: -18.403 20.939 -10.363
C: -18.620 21.736 -9.217
H: -18.429 21.014 -15.395
H: -17.641 21.072 -13.799
H: -19.216 21.708 -13.968
H: -17.556 18.393 -14.208
H: -19.094 18.008 -15.085
H: -18.626 16.594 -12.802
H: -20.152 17.247 -13.153
H: -17.315 19.137 -12.094
H: -17.365 17.724 -10.898
H: -16.904 19.860 -9.567
H: -18.551 19.215 -9.222
H: -17.802 21.755 -8.497
H: -19.420 21.223 -8.683
H: -18.973 22.736 -9.469
C: -9.408 16.126 -9.917
O: -9.551 16.901 -11.130
C: -10.172 16.132 -12.142
C: -9.836 16.869 -13.480
N: -10.063 18.418 -13.312
H: -11.016 18.538 -13.001
H: -9.527 18.737 -12.518
C: -10.152 19.253 -14.607
C: -8.683 19.694 -14.877
O: -8.156 20.362 -13.716
C: -7.040 21.209 -14.077
H: -10.376 15.799 -9.536
H: -8.964 16.835 -9.218
H: -8.710 15.288 -9.926
H: -11.257 16.212 -12.070
H: -9.891 15.085 -12.253
H: -10.431 16.528 -14.327
H: -8.829 16.554 -13.754
H: -10.742 20.103 -14.265
H: -10.756 18.737 -15.353
H: -8.527 20.369 -15.719
H: -8.087 18.801 -15.064
H: -6.932 22.010 -13.346
H: -7.101 21.784 -15.001
H: -6.082 20.705 -14.204
C: -15.515 18.725 -6.263
O: -16.559 17.778 -6.246
C: -17.839 18.442 -6.011
C: -18.913 17.289 -5.952
N: -18.520 16.176 -4.968
H: -17.535 16.044 -5.144
H: -18.632 16.531 -4.029
C: -19.104 14.747 -5.177
C: -20.281 14.492 -4.276
O: -21.343 15.367 -4.675
C: -22.407 15.407 -3.810
H: -14.695 18.145 -6.685
H: -15.266 19.252 -5.342
H: -15.647 19.591 -6.911
H: -17.973 19.058 -6.900
H: -17.781 19.002 -5.078
H: -18.863 16.719 -6.879
H: -19.838 17.773 -5.638
H: -18.304 14.090 -4.837
H: -19.266 14.687 -6.253
H: -19.996 14.647 -3.236
H: -20.698 13.495 -4.419
H: -23.064 14.546 -3.930
H: -22.975 16.268 -4.162
H: -22.197 15.695 -2.780
C: -13.995 20.149 -14.747
F: -12.813 20.778 -15.013
F: -14.716 21.074 -14.005
F: -14.578 19.790 -15.811
S: -13.755 18.576 -13.678
O: -15.151 18.230 -13.287
O: -13.097 17.524 -14.452
N: -12.693 19.063 -12.251
S: -13.684 18.790 -11.029
O: -14.659 19.821 -10.876
O: -14.212 17.424 -10.904
C: -12.442 19.088 -9.524
F: -11.452 18.155 -9.543
F: -11.757 20.249 -9.651
F: -13.202 18.972 -8.490
C: -11.380 21.681 -17.622
F: -10.862 21.980 -18.827
F: -12.663 21.402 -17.758
F: -10.777 20.676 -17.104
S: -11.124 23.167 -16.484
O: -9.966 22.854 -15.629
O: -10.649 24.226 -17.458
O: -12.333 23.383 -15.637
C: -14.517 15.537 -8.256
F: -13.455 16.082 -7.552
F: -15.436 16.424 -8.439
F: -14.095 15.039 -9.433
S: -15.305 14.146 -7.108
O: -16.268 14.872 -6.278
O: -15.953 13.224 -8.051
O: -14.233 13.593 -6.292

- orbital gap (spin up / spin down) (eV) = 2.1 / 7.1
- spin multiplicity = 2
- <S²> = 0.755
- charge = +2
- E_HOMO (spin up / spin down) (hartree) = -0.2107 / -0.3949
- energy (eV) = -174432.621

***

Entry 2:
9 unconnected molecules or ions with the total composition C40H98Cl4N12O10P4 in a non-equilibrium geometry, computed with ωB97M-V/def2-TZVPD.

Element x y z (Å)
Cl: 4.759 1.222 -3.500
C: 5.911 2.291 -4.292
C: 7.370 1.751 -4.073
Cl: 8.504 2.831 -4.848
H: 5.776 3.280 -3.855
H: 5.655 2.479 -5.335
H: 7.485 0.779 -4.553
H: 7.508 1.719 -2.993
Cl: -0.442 -0.290 -0.710
C: 0.441 0.509 0.650
C: 0.624 -0.481 1.790
Cl: -0.861 -0.493 2.859
H: -0.148 1.365 0.978
H: 1.334 0.903 0.164
H: 1.412 -0.179 2.480
H: 0.799 -1.505 1.459
O: -2.442 0.231 -8.204
P: -1.167 0.536 -8.894
N: -0.823 -0.681 -10.017
C: -1.721 -0.749 -11.230
C: -0.511 -1.999 -9.488
N: 0.245 0.656 -7.916
C: 0.168 0.826 -6.453
C: 1.585 0.546 -8.439
N: -1.059 1.982 -9.763
C: -1.456 3.163 -8.935
C: 0.063 2.276 -10.702
H: -1.841 0.233 -11.688
H: -2.680 -1.204 -10.983
H: -1.161 -1.420 -11.880
H: -1.436 -2.454 -9.134
H: -0.004 -1.904 -8.528
H: 0.109 -2.517 -10.219
H: 0.400 -0.141 -6.007
H: 0.945 1.550 -6.206
H: -0.711 1.315 -6.035
H: 1.394 0.134 -9.430
H: 2.166 1.435 -8.684
H: 2.160 -0.082 -7.759
H: -1.043 4.140 -9.185
H: -2.544 3.123 -8.877
H: -1.226 2.927 -7.896
H: -0.294 2.901 -11.519
H: 0.438 1.311 -11.044
H: 0.867 2.808 -10.193
O: -0.810 -8.102 4.673
P: -2.303 -8.076 4.620
N: -2.861 -6.574 3.983
C: -4.253 -6.121 4.001
C: -1.963 -5.861 3.055
N: -3.075 -8.215 6.178
C: -3.439 -9.478 6.753
C: -3.085 -7.044 7.006
N: -2.971 -9.286 3.684
C: -2.233 -9.694 2.507
C: -4.376 -9.641 3.611
H: -4.717 -6.057 3.017
H: -4.370 -5.111 4.392
H: -4.874 -6.800 4.587
H: -2.472 -5.746 2.098
H: -0.986 -6.344 3.022
H: -1.846 -4.849 3.443
H: -2.718 -9.798 7.506
H: -4.396 -9.494 7.275
H: -3.450 -10.272 6.006
H: -2.701 -7.170 8.018
H: -2.504 -6.250 6.536
H: -4.142 -6.774 7.007
H: -2.474 -9.138 1.601
H: -1.167 -9.512 2.649
H: -2.248 -10.746 2.223
H: -4.439 -10.693 3.333
H: -4.946 -9.175 2.808
H: -4.947 -9.496 4.528
O: 8.499 5.624 2.709
P: 7.949 4.361 3.135
N: 6.524 3.706 2.311
C: 5.725 2.492 2.765
C: 5.866 4.429 1.206
N: 7.373 4.387 4.755
C: 6.027 4.981 5.022
C: 8.319 4.458 5.872
N: 8.997 3.040 3.103
C: 9.989 2.813 2.018
C: 8.893 1.851 3.974
H: 5.524 2.618 3.829
H: 6.259 1.581 2.496
H: 4.672 2.399 2.499
H: 6.531 4.634 0.368
H: 5.537 5.400 1.575
H: 5.012 3.875 0.817
H: 5.156 4.334 4.924
H: 6.026 5.410 6.024
H: 5.933 5.865 4.391
H: 8.657 5.465 6.116
H: 7.729 4.201 6.751
H: 9.152 3.763 5.761
H: 10.579 3.721 1.892
H: 10.646 1.975 2.252
H: 9.487 2.660 1.063
H: 8.530 0.999 3.400
H: 8.286 1.919 4.877
H: 9.901 1.597 4.301
O: -8.596 0.543 -3.043
P: -7.597 0.579 -1.922
N: -8.397 0.494 -0.446
C: -9.058 1.700 0.051
C: -8.981 -0.709 0.144
N: -6.695 2.030 -1.893
C: -6.952 3.089 -2.884
C: -5.419 2.132 -1.049
N: -6.413 -0.688 -1.942
C: -5.746 -1.187 -0.755
C: -5.844 -1.107 -3.223
H: -8.640 2.597 -0.406
H: -8.993 1.732 1.138
H: -10.099 1.654 -0.267
H: -9.989 -0.807 -0.258
H: -8.931 -0.618 1.229
H: -8.412 -1.584 -0.174
H: -6.672 4.021 -2.393
H: -6.504 2.887 -3.857
H: -8.028 3.071 -3.059
H: -5.294 3.163 -0.716
H: -5.381 1.370 -0.271
H: -4.537 1.860 -1.629
H: -6.016 -0.622 0.137
H: -5.981 -2.246 -0.657
H: -4.656 -1.190 -0.775
H: -4.962 -0.558 -3.552
H: -6.606 -1.013 -3.997
H: -5.442 -2.113 -3.106
O: 0.544 5.510 -0.723
C: 0.370 6.178 -1.717
O: 0.623 5.702 -3.010
C: 0.255 6.567 -3.997
C: -0.171 7.848 -3.281
C: 0.021 7.649 -1.755
H: -0.409 6.105 -4.727
H: 1.063 6.844 -4.674
H: -1.196 8.059 -3.583
H: 0.402 8.714 -3.614
H: -0.949 7.914 -1.333
H: 0.748 8.361 -1.365
O: 1.446 1.649 5.991
C: 0.776 2.695 5.903
O: 0.689 3.262 4.707
C: -0.293 4.212 4.631
C: -0.711 4.431 6.086
C: -0.181 3.235 6.874
H: -1.127 3.719 4.131
H: -0.048 5.188 4.212
H: -1.794 4.514 6.177
H: -0.284 5.380 6.408
H: -0.920 2.543 7.277
H: 0.448 3.536 7.712
O: 2.330 -4.578 7.774
C: 2.592 -4.711 6.608
O: 3.412 -5.692 6.238
C: 3.531 -5.668 4.753
C: 3.068 -4.328 4.321
C: 2.055 -4.009 5.386
H: 2.906 -6.446 4.314
H: 4.561 -5.808 4.426
H: 2.707 -4.296 3.292
H: 3.831 -3.550 4.326
H: 1.101 -4.440 5.083
H: 1.888 -2.937 5.490

- orbital gap (eV) = 8.3
- E_HOMO (hartree) = -0.3010
- energy (eV) = -168672.554